C50H58IN3O4SSeSn | ωB97M-V with the def2-TZVPD basis set

The geometry in XYZ format:
```
119
C50H58IN3O4SSeSn (ωB97M-V with the def2-TZVPD basis set)
Sn -0.97 -0.62 0.98
C 5.61 -4.79 -1.34
C 4.31 -5.13 -2.08
C 4.08 -6.67 -1.93
C 4.39 -4.82 -3.58
C 3.14 -4.39 -1.42
C 3.26 -3.28 -0.61
C 2.14 -2.58 -0.09
Se 2.38 -0.93 0.91
C 2.22 0.22 -0.65
C 3.16 0.06 -1.69
C 3.08 0.84 -2.81
C 2.05 1.79 -2.87
C 1.07 1.92 -1.87
C 1.14 1.11 -0.75
O 0.26 1.14 0.20
C 0.11 3.10 -1.85
C -1.36 2.67 -1.83
C 0.60 4.12 -0.75
C 0.17 3.93 -3.17
C 4.05 0.66 -4.02
C 3.27 0.06 -5.21
C 4.64 1.97 -4.51
C 5.23 -0.29 -3.76
C 0.83 -3.11 -0.22
O -0.19 -2.53 0.41
C 0.69 -4.24 -1.09
C 1.81 -4.79 -1.67
C -0.71 -4.88 -1.25
C -1.76 -3.83 -1.69
C -1.12 -5.53 0.06
C -0.65 -5.94 -2.38
H 6.40 -5.28 -1.85
H 5.84 -3.73 -1.32
H 5.55 -5.16 -0.30
H 5.01 -7.27 -2.16
H 3.68 -6.95 -0.97
H 3.36 -7.01 -2.69
H 5.00 -5.61 -4.01
H 3.47 -4.93 -4.11
H 4.84 -3.83 -3.78
H 4.20 -2.75 -0.44
H 4.02 -0.59 -1.57
H 1.89 2.42 -3.71
H -1.69 2.11 -0.96
H -1.98 3.52 -2.09
H -1.52 2.01 -2.68
H 0.64 3.66 0.27
H 1.64 4.38 -1.06
H -0.02 5.01 -0.71
H -0.03 3.28 -4.06
H -0.59 4.74 -3.18
H 1.13 4.48 -3.36
H 2.38 0.58 -5.50
H 3.96 -0.04 -6.07
H 3.09 -0.97 -4.96
H 3.85 2.68 -4.74
H 5.17 2.48 -3.67
H 5.34 1.83 -5.35
H 4.72 -1.21 -3.48
H 5.85 -0.54 -4.66
H 5.87 0.06 -2.94
H 1.80 -5.71 -2.29
H -1.86 -3.01 -1.05
H -1.37 -3.49 -2.62
H -2.74 -4.31 -1.88
H -0.84 -4.96 0.94
H -2.12 -5.84 0.07
H -0.58 -6.43 0.21
H -0.28 -5.53 -3.28
H 0.09 -6.68 -2.11
H -1.63 -6.35 -2.50
C 0.18 -3.10 4.54
C 0.03 -2.34 5.64
C -0.46 -1.07 5.54
C -0.77 -0.49 4.30
C -0.42 -1.18 3.14
C 0.00 -2.51 3.30
C -1.18 0.92 4.31
C -0.99 1.73 5.42
C -1.35 3.09 5.33
C -1.90 3.58 4.15
C -2.30 4.95 4.01
C -2.60 5.48 2.84
C -4.14 4.67 0.98
C -4.21 3.36 1.78
C -2.03 2.68 3.11
N -1.75 1.38 3.17
H 0.53 -4.13 4.63
H 0.16 -2.74 6.65
H -0.73 -0.46 6.40
H 0.19 -3.06 2.41
H -0.60 1.37 6.31
H -1.24 3.64 6.26
H -2.33 5.55 4.87
H -2.89 6.53 2.79
H -4.06 4.60 -0.15
H -5.43 1.57 3.50
O -5.52 1.01 4.31
O -4.24 0.38 4.27
I -5.41 -2.14 5.21
C -4.41 -0.85 3.75
H -5.13 -0.93 2.95
H -3.45 -1.27 3.55
N -4.05 7.48 0.66
C -5.12 7.03 1.38
S -6.29 8.17 1.94
C -5.20 5.64 1.52
C -2.61 4.74 1.59
C -2.68 3.20 1.87
N -5.18 2.86 2.42
C -6.38 3.65 2.51
C -6.31 4.96 2.20
H -4.00 8.43 0.51
H -3.63 6.83 -0.05
H -1.89 5.08 0.80
H -2.27 2.59 1.04
H -7.26 3.13 2.85
H -7.10 5.62 2.60
```

Computed properties:
* HOMO energy: -1.8 eV
* ΔE to the lowest compared entry with this formula, charge and spin: 39.81 kcal per mole
* net charge: -2